Entry 1:
The following is a DFT calculation (ωB97M-V with the def2-TZVPD basis set) of a 2-piece molecular cluster, C2H4ClIN2 overall in a non-equilibrium geometry.

Its relative energy (zero: lowest compared OMol25 entry of this formula, charge and spin) is 5.3 kcal/mol. The calculation puts the molar mass at 218.4 g/mol. The frontier orbital gap comes out at 9.6 eV. For the HOMO energy, the calculation gives -9.20 eV. Its SMILES is [H]/N=C/Cl.[H]/N=C/I. As for the spin multiplicity: 1.

The geometry in XYZ format:
```
10
C2H4ClIN2 ωB97M-V with the def2-TZVPD basis set
H 2.3806 -0.7727 -0.8349
N 1.6643 -0.9304 -0.2504
C 0.7759 -1.8341 -0.2886
Cl -0.1716 -1.8614 1.1400
H 0.6068 -2.5043 -1.1320
H -2.6704 1.3568 1.0374
N -2.0478 1.5379 0.2913
C -0.7989 1.6441 0.3586
I 0.3941 1.6784 -1.4700
H -0.1331 1.6857 1.1486
```

The natural (NBO) scheme yields these atomic charges, measured in e: 0.37 -0.63 0.07 -0.01 0.19 0.38 -0.63 0.07 0.02 0.17

***

Entry 2:
The following is a DFT calculation (ωB97M-V with the def2-TZVPD basis set) of C20H62BN7NbO6 as an isolated structure in a non-equilibrium geometry.

The calculation puts the molar mass at 600.5 g/mol. As for the charge: -1. The frontier orbital gap comes out at 6.6 eV. For the HOMO energy, the calculation gives -4.40 eV. As for the spin multiplicity: 1.

The geometry in XYZ format:
```
97
C20H62BN7NbO6 ωB97M-V with the def2-TZVPD basis set
C -5.7065 -3.0146 -2.4193
C -5.7654 -4.1423 -1.3667
O -5.7818 -3.6041 -0.0389
B -4.6194 -3.8072 0.7300
O -4.9104 -4.1473 2.0841
Nb -2.3952 -3.5379 0.0611
C -2.3358 -1.5837 1.2208
C -1.6499 -0.3781 0.4821
N -2.5666 0.7393 0.2680
N -0.5334 0.1411 1.3234
N -1.0353 -0.7009 -0.7923
H -6.6726 -2.8106 -2.8811
H -5.3857 -2.1076 -1.9088
H -4.9349 -3.2412 -3.1549
H -4.9446 -4.8504 -1.4760
H -6.7108 -4.6783 -1.4832
H -4.9184 -3.3632 2.6393
H -2.8308 -2.7087 -1.5141
H -0.5893 -3.4715 -0.2709
H -1.9538 -4.4225 1.6168
H -2.4473 -5.1859 -0.7352
H -3.3785 -1.3073 1.4542
H -1.8661 -1.7053 2.2002
H -3.5065 0.5193 0.5590
H -2.2404 1.5624 0.7509
H 0.0920 -0.6542 1.4241
H -0.9250 0.2905 2.2485
H -1.7225 -0.9641 -1.4806
H -0.3108 -1.4006 -0.7047
C -5.5180 5.5392 0.2510
C -4.7220 4.2774 -0.0681
C -4.1297 4.2540 -1.4855
O -5.0669 3.9842 -2.5132
C -5.8311 5.0930 -2.9385
N -5.5574 3.1042 0.1984
H -6.5083 5.5242 -0.2043
H -5.6640 5.6278 1.3279
H -4.9957 6.4349 -0.0932
H -3.8751 4.2434 0.6243
H -3.4027 3.4399 -1.5340
H -3.5880 5.1847 -1.7038
H -5.2484 6.0192 -2.9087
H -6.7367 5.2090 -2.3376
H -6.1343 4.9078 -3.9695
H -4.9855 2.2714 0.0857
H -6.2396 3.0353 -0.5519
C 1.5482 1.9391 5.4111
C 0.4111 2.3653 4.4882
C 0.1433 3.8775 4.4868
O -0.5427 4.3644 5.6277
C 0.2669 4.5923 6.7634
N -0.7909 1.5970 4.8289
H 1.2448 1.9264 6.4583
H 1.8724 0.9291 5.1611
H 2.4094 2.6037 5.3111
H 0.7018 2.0955 3.4684
H -0.5091 4.1036 3.6398
H 1.0723 4.4434 4.3345
H 1.2625 4.9493 6.4827
H 0.3586 3.6920 7.3754
H -0.2193 5.3602 7.3659
H -1.5170 1.8009 4.1472
H -1.1567 1.9768 5.6981
C 3.4008 -1.0814 -4.8158
C 2.6766 -2.4011 -4.5691
C 1.6046 -2.3309 -3.4704
O 2.1219 -2.3152 -2.1580
C 2.5641 -1.0513 -1.7021
N 3.6733 -3.4434 -4.2973
H 4.1434 -0.8738 -4.0451
H 3.9300 -1.1158 -5.7695
H 2.6983 -0.2461 -4.8493
H 2.1586 -2.6672 -5.4960
H 0.9941 -3.2354 -3.5306
H 0.9260 -1.4822 -3.6273
H 1.9402 -0.2382 -2.0840
H 3.6120 -0.8876 -1.9704
H 2.4932 -1.0527 -0.6133
H 3.2015 -4.3412 -4.2378
H 4.0243 -3.2846 -3.3556
C 8.8436 -2.2811 0.2732
C 8.2985 -2.7445 -1.0737
C 7.4902 -1.6727 -1.8201
O 6.1872 -1.4581 -1.3171
C 6.0979 -0.6063 -0.1896
N 7.5337 -3.9792 -0.8778
H 8.0733 -2.2695 1.0438
H 9.6254 -2.9600 0.6144
H 9.2737 -1.2795 0.2031
H 9.1577 -2.9843 -1.7081
H 7.3486 -2.0125 -2.8494
H 8.0402 -0.7229 -1.8686
H 6.8387 0.1984 -0.2249
H 6.2040 -1.1682 0.7410
H 5.1035 -0.1604 -0.1979
H 7.2628 -4.3519 -1.7833
H 6.6514 -3.7306 -0.4377
```

The Löwdin scheme yields these atomic charges, measured in e: -0.10 -0.29 -0.06 -0.75 0.00 1.14 -0.33 -0.75 0.07 0.05 0.02 0.06 0.06 0.06 0.07 0.11 0.06 -0.12 -0.16 -0.14 -0.16 0.02 0.02 0.04 0.05 0.06 0.04 0.01 0.00 -0.08 -0.44 -0.20 -0.18 -0.12 0.05 0.06 0.07 0.07 0.13 0.12 0.12 0.09 0.07 0.08 0.05 0.07 -0.07 -0.43 -0.21 -0.19 -0.11 0.04 0.06 0.08 0.08 0.13 0.12 0.12 0.09 0.07 0.08 0.07 0.07 -0.07 -0.43 -0.21 -0.20 -0.11 0.03 0.06 0.07 0.08 0.13 0.13 0.12 0.09 0.05 0.09 0.07 0.06 -0.07 -0.44 -0.21 -0.20 -0.10 0.04 0.06 0.07 0.08 0.13 0.12 0.12 0.09 0.08 0.08 0.07 0.07